{
  "formula": "C11H28F3O8S",
  "method": "the ωB97M-V functional and the def2-TZVPD basis",
  "charge": -1,
  "e_tot_ev": -47228.4985,
  "homo_lumo_gap_ev": 8.35,
  "multiplicity": 1,
  "elements": ["O", "H", "H", "H", "O", "H", "H", "H", "C", "C", "C", "O", "H", "H", "H", "H", "H", "H", "H", "C", "C", "C", "O", "H", "H", "H", "H", "H", "H", "H", "C", "F", "F", "F", "S", "O", "O", "O", "C", "C", "C", "O", "C", "H", "H", "H", "H", "H", "H", "H", "H"],
  "coordinates": [[0.2887, -0.8521, -0.5906], [1.2656, -0.9224, -0.7470], [0.0514, 0.0808, -0.3115], [0.0596, -1.4468, 0.1624], [1.9760, 0.9239, 1.0324], [1.0582, 1.1628, 0.7443], [1.9014, 0.4412, 1.8972], [2.4152, 0.3543, 0.3637], [-1.6297, 3.2513, 0.0635], [-1.2335, 1.9540, -0.6647], [-0.5014, 2.2255, -1.9852], [-0.5334, 1.0705, 0.1860], [-2.3236, 3.8415, -0.5391], [-0.8117, 3.9035, 0.3768], [-2.1158, 3.0353, 1.0167], [-2.1658, 1.5125, -1.0397], [0.4123, 2.8170, -1.9074], [-1.2540, 2.8389, -2.4888], [-0.2791, 1.3136, -2.5382], [2.9662, -1.0460, -3.0031], [3.5626, -0.9720, -1.5855], [4.1981, 0.3996, -1.3736], [2.5915, -1.1947, -0.6364], [2.4269, -1.9358, -3.3290], [3.6969, -0.7042, -3.7423], [2.1923, -0.2820, -3.1314], [4.4237, -1.6331, -1.4168], [4.8890, 0.6413, -2.1850], [4.6405, 0.4572, -0.3793], [3.4233, 1.1682, -1.4513], [0.8293, -2.9782, 4.2546], [1.6262, -2.8142, 5.2912], [0.6240, -4.2941, 4.0621], [-0.3767, -2.4706, 4.6000], [1.4532, -2.0823, 2.6321], [0.4434, -2.2075, 1.6056], [1.6119, -0.6427, 2.8811], [2.6896, -2.7311, 2.2263], [-3.7169, 0.6352, 0.7495], [-4.1976, 0.1281, -0.6145], [-3.0728, -0.8284, -0.9933], [-2.6781, -1.4040, 0.2271], [-2.8503, -0.5040, 1.3440], [-4.5510, 0.8814, 1.4051], [-3.0620, 1.4812, 0.5387], [-4.2242, 0.9788, -1.2961], [-5.1668, -0.3666, -0.5551], [-2.2099, -0.3065, -1.4149], [-3.4238, -1.5888, -1.6911], [-1.9387, -0.2053, 1.8616], [-3.4001, -1.0841, 2.0885]],
  "atomic_forces_ev_per_a": [[-1.8, -3.2, -1.2], [2.6, -1.0, -0.5], [-1.7, 1.8, 0.4], [0.2, 0.1, -0.2], [0.7, 1.9, 0.2], [-1.4, 0.3, -0.6], [-0.1, -1.1, 0.4], [0.3, -1.6, -0.8], [0.0, 0.1, 0.3], [1.5, -0.1, 0.4], [-0.5, 0.7, 0.3], [-0.5, 2.7, 0.5], [0.0, 0.1, -0.1], [0.4, -0.2, -0.5], [-0.2, -0.2, -0.1], [0.0, 0.0, 0.3], [0.1, 0.0, 0.3], [0.3, 0.0, -0.8], [-0.2, 0.0, 0.0], [0.1, 0.9, -0.5], [-0.5, 0.2, 0.2], [-0.5, 0.5, -0.7], [0.7, 0.9, 0.5], [0.6, -0.5, 0.3], [0.2, -0.6, -0.2], [-0.1, 0.3, 0.6], [-0.2, -0.7, -0.5], [0.5, 0.0, 0.3], [0.3, 0.0, -0.1], [-0.2, 0.1, 0.1], [-1.2, 0.6, -1.0], [0.6, 0.0, 0.1], [0.5, 0.5, -0.2], [0.3, 0.1, -0.2], [1.8, 0.1, -2.9], [-1.4, -1.3, 1.1], [0.1, -0.3, 2.3], [-0.8, -0.1, 1.8], [0.5, -0.1, 0.3], [0.5, 0.3, 0.2], [-0.2, 0.4, 0.3], [0.7, -0.8, 0.7], [-1.4, -0.5, -0.6], [0.1, 0.3, 0.1], [-0.6, -0.1, 0.7], [-0.4, -0.1, -0.2], [0.0, 0.0, -0.1], [-0.2, -0.1, -0.3], [0.2, -0.3, 0.1], [0.3, 0.2, -0.8], [-0.3, 0.0, 0.0]]
}


{
  "formula": "C6H13NO3Si",
  "method": "the ωB97M-V functional and the def2-TZVPD basis",
  "smiles": "CO[Si](CCC#N)(OC)OC",
  "e_tot_ev": -21945.2896,
  "homo_lumo_gap_ev": 11.28,
  "multiplicity": 1,
  "elements": ["C", "O", "Si", "C", "C", "C", "N", "O", "C", "O", "C", "H", "H", "H", "H", "H", "H", "H", "H", "H", "H", "H", "H", "H"],
  "coordinates": [[0.6537, 1.7594, -2.0518], [1.0668, 0.6189, -1.3376], [-0.0913, 0.1357, -0.2200], [0.6953, -0.0013, 1.4886], [1.8079, -1.0013, 1.7968], [2.0187, -1.1879, 3.1678], [2.1818, -1.3399, 4.3017], [-0.7413, -1.2871, -0.7922], [-0.6615, -1.6361, -2.1544], [-1.2598, 1.3141, 0.0780], [-2.4314, 0.9550, 0.6995], [0.1147, 2.4721, -1.3970], [1.5616, 2.2520, -2.4508], [-0.0127, 1.3969, -2.8686], [-0.1117, -0.2222, 2.2157], [1.0582, 1.0112, 1.6764], [2.7260, -0.6478, 1.3111], [1.5432, -1.9731, 1.3294], [-0.4653, -2.7121, -2.2764], [0.1578, -1.0482, -2.5724], [-1.6369, -1.4348, -2.6253], [-2.1847, 0.6060, 1.7090], [-2.9159, 0.1620, 0.1503], [-3.0730, 1.8086, 0.8221]],
  "atomic_forces_ev_per_a": [[0.0, 0.7, -1.0], [-1.0, -0.4, 1.7], [0.3, -0.3, 0.4], [-0.7, -0.3, 0.1], [-0.3, -0.2, -3.1], [0.6, -0.4, 3.1], [-0.2, 0.1, -0.9], [0.2, 0.8, 1.3], [-0.2, -0.1, -0.4], [2.4, -0.2, -1.8], [-0.4, -0.7, 1.2], [0.2, -0.2, -0.6], [-0.6, -0.2, 0.0], [0.4, 0.8, 0.2], [0.1, 0.4, -0.4], [-0.1, 0.1, 0.2], [0.0, -0.3, 0.1], [0.3, 0.4, 0.3], [0.1, 0.3, 0.2], [-0.2, -0.3, -0.6], [0.4, 0.1, -0.1], [-0.4, -0.2, 0.1], [-0.5, -0.2, -0.1], [-0.3, 0.4, -0.2]]
}


{
  "formula": "C29H32N4O4S",
  "method": "the ωB97M-V functional and the def2-TZVPD basis",
  "smiles": "CCN1C(=O)C(C(c2cn(C)c3ccc(OC)cc23)c2cn(C)c3ccc(OC)cc23)C(=O)N(CC)C1=S",
  "e_tot_ev": -55577.2564,
  "homo_lumo_gap_ev": 7.37,
  "multiplicity": 1,
  "elements": ["C", "C", "N", "C", "O", "C", "C", "C", "C", "N", "C", "C", "C", "C", "C", "O", "C", "C", "C", "C", "C", "N", "C", "C", "C", "C", "C", "O", "C", "C", "C", "C", "O", "N", "C", "C", "C", "S", "H", "H", "H", "H", "H", "H", "H", "H", "H", "H", "H", "H", "H", "H", "H", "H", "H", "H", "H", "H", "H", "H", "H", "H", "H", "H", "H", "H", "H", "H", "H", "H"],
  "coordinates": [[-4.0092, 3.1486, -1.7970], [-3.7655, 2.8637, -0.3341], [-2.3224, 2.5185, -0.0740], [-1.9828, 1.1836, 0.1367], [-2.8227, 0.3078, -0.0575], [-0.6533, 0.7348, 0.6554], [-0.0433, -0.5202, 0.0665], [1.1569, -0.9097, 0.9123], [2.4702, -1.0070, 0.4905], [3.2252, -1.5594, 1.4978], [4.5160, -2.1792, 1.2503], [2.4498, -1.6342, 2.6551], [2.7065, -2.2992, 3.8409], [1.7121, -2.3483, 4.8097], [0.4117, -1.8340, 4.5668], [-0.5852, -1.8783, 5.4751], [-0.1735, -2.3230, 6.8288], [0.1378, -1.2650, 3.2979], [1.1207, -1.2070, 2.3236], [0.2917, -0.3269, -1.3775], [1.3279, 0.3944, -1.9399], [1.2942, 0.2191, -3.3064], [2.4248, 0.4530, -4.2100], [0.1576, -0.5318, -3.6278], [-0.1264, -1.2177, -4.7921], [-1.1999, -2.0764, -4.7838], [-1.9078, -2.4242, -3.6019], [-2.8098, -3.4153, -3.7124], [-3.4551, -3.9710, -2.5358], [-1.5835, -1.7638, -2.4030], [-0.5167, -0.8546, -2.4268], [0.2211, 1.8977, 0.7499], [1.3977, 1.7544, 1.0643], [-0.2351, 3.2227, 0.5608], [0.7188, 4.3259, 0.9012], [1.4210, 4.8182, -0.3419], [-1.3997, 3.5728, -0.0536], [-1.8074, 5.1285, -0.4760], [-5.0498, 3.4457, -1.9688], [-3.3698, 3.9674, -2.1587], [-3.7530, 2.2729, -2.4024], [-4.0511, 3.7007, 0.3151], [-4.2918, 1.9795, 0.0487], [-0.7789, 0.2865, 1.6981], [-0.9021, -1.2483, 0.1638], [2.8951, -0.8383, -0.4857], [4.9699, -2.5161, 2.1972], [4.3890, -3.0227, 0.5521], [5.1541, -1.4405, 0.7552], [3.6685, -2.7663, 4.0146], [1.9315, -2.7982, 5.7720], [-1.0791, -2.2546, 7.4449], [0.1935, -3.3794, 6.8345], [0.6146, -1.6564, 7.2594], [-0.8744, -0.9463, 3.0878], [2.1229, 0.9468, -1.4601], [2.1173, 0.1437, -5.2217], [2.6765, 1.5271, -4.2109], [3.3079, -0.1384, -3.8992], [0.4667, -1.0669, -5.6903], [-1.5194, -2.5957, -5.6711], [-4.2220, -4.6367, -2.9662], [-2.7255, -4.5577, -1.9368], [-3.9246, -3.1647, -1.9308], [-2.0272, -2.0281, -1.4500], [0.1582, 5.1066, 1.4314], [1.4009, 3.8598, 1.6255], [2.1139, 5.6281, -0.0990], [1.9430, 3.9929, -0.8258], [0.6824, 5.2001, -1.0550]],
  "atomic_forces_ev_per_a": [[0.1, 0.1, -0.5], [0.5, -0.7, 0.5], [-0.1, 0.9, -0.3], [-2.0, -2.0, -0.4], [0.4, 0.8, 0.1], [-1.2, 0.8, 1.7], [0.2, -0.1, -0.5], [0.0, 0.2, -0.5], [-1.3, -1.3, 0.8], [0.2, 0.7, 0.5], [-0.2, 0.2, 0.0], [-0.5, -0.8, -1.1], [0.0, 0.3, 0.2], [-0.5, 0.1, 0.1], [1.3, 0.4, -1.5], [0.4, -0.6, 2.0], [-0.2, 0.2, -0.7], [-0.4, -0.6, 1.2], [1.5, -0.5, -0.3], [-0.2, 0.7, 0.3], [-0.5, -1.0, -0.2], [-0.3, 0.1, -0.4], [-0.4, 0.1, 0.2], [1.0, -0.3, 1.0], [-0.5, 0.2, -0.7], [-0.4, -0.6, 0.2], [1.0, 1.4, 1.2], [-0.9, -0.7, 0.2], [0.3, 0.5, -0.6], [-0.1, -0.8, -0.8], [0.8, 0.0, -0.6], [3.2, 1.0, 1.0], [-0.9, 0.5, -0.3], [0.7, 0.5, -0.2], [-0.1, -0.9, 0.5], [-0.1, 0.2, -0.2], [-1.2, -0.5, 1.1], [0.2, -0.5, 0.2], [0.1, -0.2, 0.0], [-0.3, -0.3, 0.3], [-0.3, 0.0, 0.1], [0.4, -0.1, -0.2], [-0.1, 0.3, -0.5], [-0.4, 1.7, -0.8], [1.2, 0.4, -0.2], [0.0, -0.1, 0.1], [-0.2, 0.2, -0.5], [0.1, 0.1, 0.4], [0.2, -0.2, 0.2], [0.0, 0.1, 0.1], [0.1, 0.0, -0.3], [0.3, 0.0, -0.3], [-0.3, 0.8, -0.2], [-0.6, -0.4, -0.5], [-0.2, -0.1, 0.2], [-0.1, 0.0, -0.1], [0.3, 0.3, 0.4], [0.0, -0.5, -0.1], [-0.4, 0.3, -0.2], [-0.3, -0.1, 0.0], [0.2, -0.1, -0.3], [0.3, 0.3, 0.4], [-0.4, 0.4, -0.3], [0.3, -0.6, -0.3], [-0.1, 0.0, -0.2], [0.0, -0.2, -0.4], [0.0, 0.3, -0.4], [0.0, -0.2, -0.1], [0.2, 0.0, 0.1], [0.3, 0.0, 0.2]]
}


{
  "formula": "C4H9INO",
  "method": "the ωB97M-V functional and the def2-TZVPD basis",
  "smiles": "CC(C)([NH3+])C(=O)I",
  "charge": 1,
  "e_tot_ev": -15924.7347,
  "homo_lumo_gap_ev": 9.99,
  "multiplicity": 1,
  "elements": ["C", "C", "C", "N", "C", "O", "I", "H", "H", "H", "H", "H", "H", "H", "H", "H"],
  "coordinates": [[-0.0770, -1.3322, -0.6889], [0.0272, 0.0297, 0.0142], [-0.3035, -0.1151, 1.4927], [-0.9075, 0.9511, -0.7992], [1.3144, 0.8542, -0.0891], [1.2872, 2.0132, -0.3455], [3.1608, -0.2826, 0.3824], [-0.9484, -1.8978, -0.5990], [0.6223, -1.9785, -0.1606], [0.1862, -1.2544, -1.7375], [0.5658, -0.4371, 1.9849], [-0.9615, -0.9191, 1.5865], [-0.7612, 0.6784, 1.9998], [-0.4867, 1.3653, -1.7078], [-0.9259, 1.8643, -0.2847], [-1.7922, 0.4606, -1.0482]],
  "atomic_forces_ev_per_a": [[2.9, 0.7, 0.3], [-0.8, -0.1, -1.4], [-0.4, -0.2, -1.4], [0.1, 1.6, -0.8], [1.5, -1.0, 0.3], [0.2, -0.3, 0.0], [-1.0, 0.8, -0.3], [-2.1, -0.1, 0.4], [0.5, -0.1, -0.4], [0.3, -0.1, -0.2], [1.4, -0.1, 0.7], [-1.3, -1.4, 0.2], [-0.3, 1.6, 0.5], [-0.4, -1.6, 1.4], [-1.1, -0.9, -0.1], [0.4, 0.9, 0.6]]
}